--- P ---
Here is a single H2O2 molecule from the OMol25 dataset. Energies are from ωB97M-V with the def2-TZVPD basis set.

Its structure (SMILES) is OO. Its LUMO energy is 0.0289 Eh. The total charge is 0. The orbital gap is 0.42068 Eh.

Last column: Löwdin charge in e.
Cartesian coordinates (Å):
O1 0.272 -0.701 -0.244  -0.200
H1 0.440 1.253 0.348  0.179
O2 -0.068 0.640 -0.417  -0.197
H2 -0.644 -1.193 0.313  0.218

=====

--- Q ---
Here is a single H2O2 molecule from the OMol25 dataset. Energies are from ωB97M-V with the def2-TZVPD basis set.

Its structure (SMILES) is OO. Its LUMO energy is 0.0445 Eh. The total charge is 0. The orbital gap is 0.43805 Eh.

Last column: Löwdin charge in e.
Cartesian coordinates (Å):
H1 0.503 -0.957 -0.537  0.062
O1 -0.222 0.703 -0.157  -0.069
O2 -0.242 -0.680 -0.050  -0.070
H2 -0.040 0.935 0.744  0.076

=====

List of relative energies, unit eV: P 1.042; Q 0.000

=====

--- P ---
Here is a molecular structure, C7H8N4 from the OMol25 dataset. Energies are from ωB97M-V with the def2-TZVPD basis set.

Its LUMO energy is 0.0168 Eh. The total charge is 0. The orbital gap is 0.30913 Eh.

Last column: Löwdin charge in e.
Cartesian coordinates (Å):
C1 2.105 -0.131 0.163  -0.309
H1 -3.435 -1.421 -0.084  0.008
H2 -2.144 2.118 0.010  0.208
H3 3.119 -1.898 0.100  0.136
C2 -1.709 -0.238 -0.018  -0.325
C3 -0.083 1.378 -0.103  -0.053
N1 -0.939 -1.197 -0.043  0.165
H4 3.082 1.885 0.271  0.223
H5 -3.761 -0.173 0.915  0.035
C4 0.283 -1.112 -0.041  -0.336
H6 4.129 0.485 0.151  -0.029
C5 -3.291 -0.461 0.067  0.007
H7 0.261 2.457 -0.110  0.133
N2 2.272 -1.431 0.047  -0.003
H8 -3.829 -0.061 -0.819  0.091
N3 3.286 0.677 -0.187  0.079
C6 0.797 0.259 -0.132  -0.061
C7 -1.335 1.061 -0.019  -0.103
N4 1.191 -2.197 -0.167  0.134

=====

--- Q ---
Here is a single C7H8N4 molecule from the OMol25 dataset. Energies are from ωB97M-V with the def2-TZVPD basis set.

Its structure (SMILES) is CNc1nccc2[nH]cnc12. Its LUMO energy is 0.0265 Eh. The total charge is 0. The orbital gap is 0.32734 Eh.

Last column: Löwdin charge in e.
Cartesian coordinates (Å):
H1 0.224 -2.258 -1.810  -0.050
C1 -2.545 -0.116 0.093  -0.176
C2 -0.781 1.278 0.503  -0.146
N1 -1.767 -1.101 -0.551  0.111
C3 -0.464 -0.927 -0.410  -0.261
C4 -2.165 1.027 0.519  -0.079
N2 0.266 -1.972 -1.035  0.069
H2 2.103 2.537 0.936  0.098
N3 1.475 0.759 0.205  0.109
C5 1.389 1.847 0.758  -0.165
H3 2.463 -0.997 -0.708  0.128
C6 0.156 0.292 0.031  -0.103
H4 1.964 -2.087 0.267  -0.061
N4 0.052 2.247 1.032  0.157
H5 0.028 3.088 1.286  0.044
H6 -3.632 -0.363 -0.216  0.136
H7 2.267 -3.048 -1.113  0.108
C7 1.782 -2.092 -0.644  -0.055
H8 -2.816 1.886 0.857  0.135

=====

List of relative energies, unit eV: P 0.677; Q 0.000

=====

--- P ---
Here is 2 unconnected molecules or ions with the total composition C5H6 from the OMol25 dataset. Energies are from ωB97M-V with the def2-TZVPD basis set.

Its structure (SMILES) is C=C=C.C#C. Its LUMO energy is 0.0348 Eh. The total charge is 0. The orbital gap is 0.40364 Eh.

Last column: Löwdin charge in e.
Cartesian coordinates (Å):
H1 -0.284 1.523 -1.017  0.101
C1 -1.331 0.075 0.000  -0.205
C2 -0.569 1.129 0.006  -0.066
H2 -0.430 1.833 0.878  0.099
C3 3.091 -0.303 0.045  0.005
H3 0.820 -0.426 0.015  -0.026
H4 -1.824 -1.816 0.067  0.062
C4 1.907 -0.428 0.054  -0.015
H5 -3.221 -0.533 -0.134  0.018
C5 -2.283 -0.844 0.014  0.031
H6 4.125 -0.209 0.071  -0.005

=====

--- Q ---
Here is a single C5H6 molecule from the OMol25 dataset. Energies are from ωB97M-V with the def2-TZVPD basis set.

Its structure (SMILES) is C1=CC12CC2. Its LUMO energy is 0.0464 Eh. The total charge is 0. The orbital gap is 0.35565 Eh.

Last column: Löwdin charge in e.
Cartesian coordinates (Å):
C1 -1.767 0.092 0.658  0.055
C2 0.737 0.810 -0.043  -0.177
C3 -1.780 -0.117 -0.630  0.011
H1 1.338 -1.310 -0.842  0.100
H2 -2.276 0.343 1.539  0.076
H3 1.546 -1.108 0.986  0.081
H4 0.790 1.558 0.897  0.143
C4 1.067 -0.690 0.075  -0.082
H5 1.044 1.332 -0.995  0.098
H6 -2.341 -0.163 -1.505  0.072
C5 -0.431 -0.100 -0.065  -0.378

=====

List of relative energies, unit eV: P 0.184; Q 0.000

=====

--- P ---
Here is a single C5H6 molecule from the OMol25 dataset. Energies are from ωB97M-V with the def2-TZVPD basis set.

Its structure (SMILES) is C=C=CC=C. Its LUMO energy is 0.0392 Eh. The total charge is 0. The orbital gap is 0.36443 Eh.

Last column: Löwdin charge in e.
Cartesian coordinates (Å):
C1 -1.746 0.518 -0.014  -0.020
C2 -0.094 -1.362 -0.011  -0.089
H1 1.991 -1.021 0.153  0.054
H2 -2.210 0.829 -0.931  0.053
H3 2.222 1.264 0.044  0.047
C3 1.143 -0.524 -0.081  -0.158
C4 -1.141 -0.635 -0.086  -0.138
C5 1.272 0.791 -0.051  0.009
H4 -2.003 1.014 1.053  0.133
H5 0.129 -2.344 0.097  0.066
H6 0.436 1.470 -0.173  0.042

=====

--- Q ---
Here is a molecular structure, C5H6 from the OMol25 dataset. Energies are from ωB97M-V with the def2-TZVPD basis set.

Its LUMO energy is 0.0313 Eh. The total charge is 0. The orbital gap is 0.34619 Eh.

Last column: Löwdin charge in e.
Cartesian coordinates (Å):
H1 1.137 1.618 0.694  0.113
H2 0.935 1.263 -1.086  0.121
C1 0.769 -1.618 -0.746  -0.008
H3 0.936 -0.717 1.285  0.133
H4 -1.104 0.634 1.167  0.106
C2 -0.482 -1.271 -0.549  -0.130
H5 -1.443 0.721 -0.618  0.104
C3 0.758 -0.474 0.233  -0.290
C4 0.693 0.979 -0.064  -0.148
C5 -0.713 0.525 0.159  -0.095
H6 -1.486 -1.659 -0.474  0.095

=====

List of relative energies, unit eV: P 0.000; Q 2.462

=====

--- P ---
Here is 2 unconnected molecules or ions with the total composition C3H9N3 from the OMol25 dataset. Energies are from ωB97M-V with the def2-TZVPD basis set.

Its LUMO energy (spin up / spin down) is -0.3821 / -0.3821 Eh. The total charge is +2. The orbital gap (spin up / spin down) is 0.33949 / 0.33945 Eh.

Last column: Löwdin charge in e.
Cartesian coordinates (Å):
H1 3.081 -0.521 0.018  0.191
H2 -2.966 -1.814 -0.276  0.199
N1 1.027 -0.208 0.643  0.071
H3 2.272 0.962 -0.503  0.149
H4 1.304 0.502 1.336  0.167
H5 0.616 -1.137 0.947  0.189
H6 -3.724 -0.603 0.612  0.185
H7 -0.107 0.895 -1.229  0.103
C1 -0.628 0.599 -0.434  0.200
H8 1.652 -0.629 -1.163  0.060
H9 -1.973 2.194 0.170  0.212
C2 1.986 -0.143 -0.341  -0.138
N2 -1.669 1.233 0.306  0.271
N3 -2.964 -0.793 -0.051  0.307
C3 -1.962 0.031 -0.123  -0.166

=====

--- Q ---
Here is 2 unconnected molecules or ions with the total composition C3H9N3 from the OMol25 dataset. Energies are from ωB97M-V with the def2-TZVPD basis set.

Its LUMO energy is -0.2838 Eh. The total charge is +2. The orbital gap is 0.43946 Eh.

Last column: Löwdin charge in e.
Cartesian coordinates (Å):
N1 0.503 -2.630 -0.577  0.087
H1 -1.119 2.855 -0.580  0.176
H2 -0.779 -3.747 -1.659  0.143
C1 0.273 -3.711 -1.354  0.003
H3 0.180 4.555 0.356  0.162
C2 -0.577 2.684 0.347  -0.156
N2 0.134 3.657 0.824  0.228
C3 0.699 -1.709 0.072  0.342
H4 0.669 3.579 1.680  0.157
H5 0.904 -3.662 -2.251  0.146
H6 0.507 -4.628 -0.799  0.147
N3 -0.650 1.478 0.872  0.167
H7 0.934 -0.894 0.707  0.118
H8 -1.378 0.852 0.552  0.137
H9 -0.299 1.321 1.810  0.142

=====

List of relative energies, unit eV: P 4.516; Q 0.000

=====

--- P ---
Here is a single C3HNO3 molecule from the OMol25 dataset. Energies are from ωB97M-V with the def2-TZVPD basis set.

Its structure (SMILES) is O=C1N=COC1=O. Its LUMO energy is -0.0521 Eh. The total charge is 0. The orbital gap is 0.33434 Eh.

Last column: Löwdin charge in e.
Cartesian coordinates (Å):
N1 0.436 -1.116 -1.047  0.173
C1 1.372 -0.693 -0.288  -0.167
C2 -0.694 -0.400 -0.570  -0.280
O1 1.249 0.286 0.628  0.070
O2 -1.907 -0.437 -0.739  0.124
H1 2.116 -1.388 -0.213  0.120
O3 -0.374 1.668 1.166  0.195
C3 -0.164 0.604 0.709  -0.234

=====

--- Q ---
Here is a single C3HNO3 molecule from the OMol25 dataset. Energies are from ωB97M-V with the def2-TZVPD basis set.

Its structure (SMILES) is O=C1C=NC(=O)O1. Its LUMO energy is -0.0754 Eh. The total charge is 0. The orbital gap is 0.34625 Eh.

Last column: Löwdin charge in e.
Cartesian coordinates (Å):
O1 -0.103 -1.233 0.221  0.088
C1 -1.311 -0.501 -0.108  -0.348
N1 -0.822 0.967 -0.064  0.179
O2 2.189 -0.822 -0.215  0.160
C2 0.501 0.864 0.090  -0.036
C3 1.052 -0.445 0.071  -0.395
O3 -2.480 -0.766 -0.101  0.181
H1 0.974 1.936 0.106  0.170

=====

List of relative energies, unit eV: P 0.253; Q 0.000